1.
C2H5NO3 | wB97M-V/def2-TZVPD

Results
HOMO = -11.062 eV
SMILES = C=C[N+](=O)[O-].O
HOMO-LUMO gap = 0.4062 Eh
Energy relative to the best compared isomer or geometry (same formula, charge and spin) = 105.95 kcal/mol
Electronic energy = -359.54047 hartree
Spin multiplicity = 1

Geometry (Å):
C -0.22063 0.90151 -0.46929
C -0.58202 0.31808 0.63506
N -1.91855 -0.43880 0.81913
O -2.71407 -0.24234 -0.03887
O -2.09896 -1.19086 1.70675
H 0.73263 1.34135 -0.45492
H -0.93335 0.88370 -1.23134
H -0.02157 0.37858 1.57890
O 1.73829 -1.07624 -1.74983
H 0.86144 -1.48484 -1.74680
H 2.23715 -1.65131 -1.16645

Force components x, y, z for each atom (eV/Å):
-0.73 -0.63 0.97
-0.45 -0.84 2.94
2.04 1.72 -1.69
-1.66 0.73 -2.11
0.68 -1.35 2.63
0.89 0.70 -0.54
-0.51 0.19 -1.66
-0.30 -0.48 -0.50
-0.36 -0.18 -0.02
0.14 0.19 -0.12
0.27 -0.04 0.10

natural (NBO) analysis output, partial charges in e:
1. C -0.334
2. C -0.135
3. N 0.533
4. O -0.390
5. O -0.359
6. H 0.235
7. H 0.232
8. H 0.215
9. O -0.935
10. H 0.469
11. H 0.469

***

2.
C8H12N2O7 | wB97M-V/def2-TZVPD

Results
HOMO = -10.313 eV
SMILES = N[C@@H](CC(=O)O)C(=O)N[C@@H](CC(=O)O)C(=O)O
HOMO-LUMO gap = 0.3920 Eh
Energy relative to the best compared isomer or geometry (same formula, charge and spin) = 4.01 kcal/mol
Electronic energy = -948.32656 hartree
Spin multiplicity = 1

Geometry (Å):
N 3.07856 -2.25149 -0.07687
C 2.34616 -1.06968 0.32376
C 2.92557 0.17289 -0.28719
C 2.07420 1.40076 -0.04063
O 1.76541 2.19804 -0.87826
O 1.69963 1.51892 1.24316
C 0.84459 -1.23424 -0.04927
O 0.45308 -1.81366 -1.08928
N -0.06246 -0.68524 0.80052
C -1.47907 -0.40665 0.46790
C -1.67534 0.59652 -0.64198
C -1.46814 2.01259 -0.11392
O -0.76731 2.33030 0.82757
O -2.14533 2.88716 -0.86586
C -2.43823 -1.58395 0.24048
O -3.59620 -1.57716 0.49780
O -1.85406 -2.67915 -0.31748
H 2.59342 -2.99739 0.42529
H 2.82671 -2.41086 -1.06381
H 2.46315 -1.02168 1.41405
H 3.96522 0.29910 0.08344
H 2.91381 0.03722 -1.39091
H 1.02748 2.19936 1.27668
H 0.25866 -0.15516 1.60021
H -1.83332 0.02416 1.41595
H -1.01025 0.41750 -1.48850
H -2.72683 0.60812 -1.03015
H -1.85696 3.77081 -0.49271
H -0.95404 -2.45911 -0.55105

Force components x, y, z for each atom (eV/Å):
-0.57 -0.31 -0.58
-0.67 -0.73 0.78
0.13 0.32 -1.12
0.65 -0.06 0.37
-0.22 0.15 -0.41
0.93 -0.63 0.19
-0.87 0.29 -0.54
1.25 0.78 1.30
-0.30 -0.25 -0.55
-0.24 -0.12 1.31
-0.91 1.16 -0.04
0.52 -0.60 -0.55
-0.92 0.03 -0.43
0.92 1.41 1.14
1.74 -1.96 -0.82
-0.65 0.64 0.34
-1.88 0.48 0.95
0.54 -0.26 -0.24
0.33 -0.11 0.41
-0.41 0.21 -0.11
-0.66 0.07 -0.31
0.37 0.18 0.62
-0.62 0.63 0.06
0.26 -0.18 -0.27
-0.18 0.04 -0.43
0.03 0.05 0.02
0.88 -0.39 0.32
-0.62 -0.91 -0.71
1.14 0.09 -0.70

natural (NBO) analysis output, partial charges in e:
1. N -0.789
2. C -0.132
3. C -0.518
4. C 0.795
5. O -0.583
6. O -0.712
7. C 0.675
8. O -0.673
9. N -0.603
10. C -0.169
11. C -0.539
12. C 0.835
13. O -0.661
14. O -0.651
15. C 0.787
16. O -0.558
17. O -0.681
18. H 0.357
19. H 0.367
20. H 0.214
21. H 0.262
22. H 0.240
23. H 0.524
24. H 0.432
25. H 0.247
26. H 0.272
27. H 0.268
28. H 0.503
29. H 0.493

***

3.
C4H14NS | wB97M-V/def2-TZVPD

Results
HOMO = -12.650 eV
HOMO-LUMO gap = 0.3546 Eh
Energy relative to the best compared isomer or geometry (same formula, charge and spin) = 7.36 kcal/mol
Charge = +1
Electronic energy = -613.48850 hartree
Spin multiplicity = 1

Geometry (Å):
S 1.99451 1.34044 1.18838
C 3.77924 1.57655 1.16171
C 1.96196 -0.28064 1.97117
H 3.98754 2.55553 0.69823
H 4.28109 0.79299 0.56943
H 4.20204 1.57251 2.18046
H 2.49511 -1.03221 1.36495
H 2.41606 -0.25268 2.97597
H 0.90825 -0.59138 2.06982
C -0.05858 4.42523 0.97828
C 0.05148 3.34197 -1.26035
N -0.19081 3.16119 0.19933
H -0.24527 4.24724 2.05070
H -0.78426 5.17176 0.61401
H 0.95809 4.83684 0.86174
H -0.67161 4.06295 -1.67742
H 1.07074 3.72803 -1.42970
H -0.05606 2.38489 -1.79798
H 0.48581 2.46143 0.57120
H -1.14875 2.77564 0.33880

Force components x, y, z for each atom (eV/Å):
0.94 -0.76 0.42
0.66 0.40 -0.16
-0.35 -0.64 0.29
-0.05 -0.43 0.20
-0.38 0.31 0.18
-0.35 0.03 -0.38
-0.25 0.44 0.13
-0.22 0.16 -0.44
0.47 0.11 -0.03
0.01 0.74 0.43
0.07 0.12 -0.84
-1.01 0.16 -0.13
0.09 -0.13 -0.56
0.31 -0.44 0.05
-0.44 -0.36 -0.05
0.29 -0.31 0.34
-0.45 -0.20 0.28
0.04 0.36 0.46
-0.19 0.15 -0.08
0.82 0.28 -0.09

natural (NBO) analysis output, partial charges in e:
1. S 0.136
2. C -0.734
3. C -0.734
4. H 0.238
5. H 0.238
6. H 0.238
7. H 0.237
8. H 0.237
9. H 0.242
10. C -0.434
11. C -0.434
12. N -0.537
13. H 0.246
14. H 0.236
15. H 0.236
16. H 0.236
17. H 0.236
18. H 0.246
19. H 0.440
20. H 0.431

***

4.
C5H29NO9 | wB97M-V/def2-TZVPD

Results
HOMO = -9.093 eV
SMILES = C=CCCNC.O.O.O.O.O.O.O.O.O
HOMO-LUMO gap = 0.3309 Eh
Energy relative to the best compared isomer or geometry (same formula, charge and spin) = 108.51 kcal/mol
Electronic energy = -939.67891 hartree
Spin multiplicity = 1

Geometry (Å):
C -1.59145 -1.76892 -1.92222
C -0.84679 -0.73540 -2.20382
C 0.60339 -0.69124 -1.77369
C 0.86632 0.85055 -1.20543
N 1.93885 0.70134 -0.15314
C 2.69280 1.82348 0.38371
H -1.22790 -2.77169 -1.64885
H -2.65793 -1.71694 -1.78824
H -1.18408 0.30471 -2.42799
H 0.74602 -1.52860 -0.96756
H 1.24089 -0.87981 -2.64669
H 1.19692 1.48158 -2.10386
H 0.01756 1.39201 -0.63576
H 1.53169 0.17375 0.55985
H 3.54173 1.53048 0.92900
H 2.07806 2.53470 0.88741
H 3.23177 2.34102 -0.32609
O -1.62738 -1.37565 2.01910
H -0.89367 -0.92239 2.56059
H -1.20054 -1.86251 1.28101
O 1.31656 -2.57545 1.26471
H 1.14350 -3.39797 0.88282
H 2.21150 -2.49859 0.85525
O -4.93462 1.61400 -0.28612
H -4.17365 1.60817 -1.00031
H -4.61808 1.75113 0.63093
O 3.25239 -2.18151 -0.60795
H 3.16410 -1.24730 -0.69905
H 2.63510 -2.65785 -1.17717
O -0.88531 3.62403 0.39754
H -1.20213 3.17696 1.10797
H 0.05422 3.42184 0.15789
O -1.89922 2.89432 -1.96985
H -1.55453 3.06342 -1.08342
H -1.91955 3.75435 -2.44524
O 0.79412 -0.09694 2.90351
H 1.12730 0.47217 3.73875
H 1.33766 -0.99148 2.98597
O 0.82780 -4.24392 -0.86740
H 0.39472 -4.74469 -0.13392
H 0.06550 -3.63779 -1.03716
O -1.97888 1.70725 2.28262
H -1.14251 1.15383 2.18975
H -2.47225 1.15156 3.09256

Force components x, y, z for each atom (eV/Å):
-1.42 -1.11 0.47
1.22 1.80 0.93
-0.49 0.67 1.04
1.03 -0.58 0.76
1.17 0.21 -2.45
-1.64 -0.87 -0.45
0.18 0.68 -0.07
-0.41 0.08 -0.71
-0.55 -1.20 -0.11
0.11 1.96 -1.33
0.34 0.24 0.41
-0.38 -0.77 1.47
0.51 -1.29 -1.62
-0.60 -0.87 1.46
0.55 -0.98 1.67
-0.39 0.72 0.91
0.53 1.27 -2.47
1.29 0.51 0.60
-1.20 -1.34 -1.49
-0.04 0.71 0.90
1.29 1.88 1.06
-1.01 -2.09 -0.67
-0.21 0.78 0.20
1.54 -0.06 -1.62
-1.89 0.25 2.84
0.48 -0.13 -1.26
0.74 -1.79 0.45
-0.61 1.38 -0.40
0.07 0.44 -0.07
2.66 2.50 -4.18
-1.12 -2.45 3.63
-1.37 0.06 0.97
-0.27 0.35 -1.30
-0.09 0.46 0.24
0.01 -0.92 0.71
2.79 -0.49 3.22
-1.14 -2.02 -2.88
-1.68 2.51 -0.44
-1.90 -0.06 0.89
0.79 -0.18 -0.85
1.07 -0.31 -0.34
-0.30 -3.08 3.27
-1.53 0.81 0.01
1.88 2.30 -3.39

natural (NBO) analysis output, partial charges in e:
1. C -0.397
2. C -0.175
3. C -0.455
4. C -0.218
5. N -0.674
6. C -0.415
7. H 0.138
8. H 0.213
9. H 0.233
10. H 0.213
11. H 0.216
12. H 0.208
13. H 0.181
14. H 0.368
15. H 0.209
16. H 0.151
17. H 0.198
18. O -0.981
19. H 0.490
20. H 0.478
21. O -0.997
22. H 0.464
23. H 0.501
24. O -0.981
25. H 0.499
26. H 0.482
27. O -0.968
28. H 0.499
29. H 0.490
30. O -0.948
31. H 0.498
32. H 0.484
33. O -0.994
34. H 0.491
35. H 0.471
36. O -1.001
37. H 0.494
38. H 0.523
39. O -0.934
40. H 0.469
41. H 0.474
42. O -0.981
43. H 0.487
44. H 0.496

***

5.
C21H17N3O5S2 | wB97M-V/def2-TZVPD

Results
HOMO = -8.397 eV
SMILES = C[C@H]1CN(S(=O)(=O)c2ccc(CN3C(=O)c4cccnc4C3=O)s2)c2ccccc2O1
HOMO-LUMO gap = 0.2802 Eh
Energy relative to the best compared isomer or geometry (same formula, charge and spin) = 0.00 kcal/mol
Electronic energy = -2147.31140 hartree
Spin multiplicity = 1

Geometry (Å):
C -1.22981 -0.08318 -5.39131
C -2.10217 -1.04201 -4.58403
C -1.55202 -1.22899 -3.16440
N -1.58569 0.02884 -2.45656
S -0.15519 0.88494 -2.28218
O -0.25404 2.18866 -2.86261
O 0.91749 0.02506 -2.68468
C -0.05874 1.07124 -0.52140
C 0.27146 2.18105 0.19404
C 0.29791 1.93321 1.58228
C -0.01685 0.64313 1.89347
C -0.01913 0.00971 3.24697
N 1.27091 -0.59725 3.52171
C 1.55126 -1.93317 3.26436
O 0.75831 -2.73872 2.85509
C 2.98138 -2.10013 3.61805
C 3.82193 -3.19635 3.58981
C 5.13273 -2.97873 4.00283
C 5.52027 -1.70831 4.41415
N 4.71383 -0.65487 4.44336
C 3.47673 -0.86359 4.04908
C 2.36528 0.13230 3.97666
O 2.34002 1.30220 4.24068
S -0.33133 -0.30154 0.47174
C -2.76948 0.76636 -2.61520
C -3.06356 1.82118 -1.76176
C -4.25322 2.51307 -1.88919
C -5.16879 2.14518 -2.86199
C -4.88234 1.10519 -3.72414
C -3.67753 0.41905 -3.62281
O -3.44468 -0.58927 -4.51137
H -1.13253 0.87402 -4.88142
H -1.67578 0.08595 -6.36863
H -0.23739 -0.50711 -5.51715
H -2.16515 -2.01152 -5.09083
H -2.16719 -1.95388 -2.61907
H -0.51649 -1.56562 -3.18768
H 0.47642 3.12789 -0.27025
H 0.54566 2.67399 2.32073
H -0.76773 -0.78387 3.30318
H -0.20092 0.76762 4.01334
H 3.47417 -4.16481 3.26379
H 5.84715 -3.78677 4.00633
H 6.53332 -1.51721 4.74040
H -2.34706 2.09343 -1.00340
H -4.46746 3.33398 -1.22281
H -6.10390 2.67534 -2.95592
H -5.57111 0.81073 -4.49992

Force components x, y, z for each atom (eV/Å):
-0.35 -0.18 0.12
0.63 -0.11 0.00
-0.03 -0.60 -0.36
1.05 0.40 0.04
0.21 0.17 0.41
-0.17 0.01 0.20
-0.15 -0.26 0.04
-0.08 -0.32 -0.37
-0.06 -0.03 -0.48
-0.10 -0.26 0.10
-0.07 -0.08 -0.44
0.04 -0.06 0.01
-0.39 0.03 0.04
0.00 0.03 0.09
-0.04 -0.10 -0.09
0.57 0.32 0.22
-0.05 0.20 0.03
-0.20 -0.03 -0.06
0.13 -0.19 -0.01
-0.23 0.63 0.08
0.17 -1.04 -0.22
-0.15 0.24 0.06
0.09 0.01 0.02
0.02 0.38 0.43
-0.64 0.31 -0.02
-0.32 0.04 -0.07
0.12 0.05 0.13
-0.01 -0.06 -0.08
0.11 -0.07 0.01
0.11 0.10 0.13
-0.33 0.12 0.06
0.00 0.09 -0.07
0.00 0.02 -0.06
0.12 -0.03 -0.02
0.05 0.13 0.15
0.09 0.07 -0.06
-0.16 -0.16 -0.08
0.04 0.21 -0.10
0.04 0.11 0.18
0.06 0.13 0.12
-0.05 -0.13 -0.11
-0.03 -0.08 -0.03
0.08 -0.04 0.01
0.11 -0.09 0.01
-0.03 0.05 0.11
-0.02 0.08 0.06
-0.09 0.04 -0.02
-0.07 -0.04 -0.10

natural (NBO) analysis output, partial charges in e:
1. C -0.650
2. C 0.085
3. C -0.253
4. N -0.680
5. S 2.340
6. O -0.917
7. O -0.929
8. C -0.558
9. C -0.197
10. C -0.257
11. C -0.181
12. C -0.266
13. N -0.463
14. C 0.684
15. O -0.544
16. C -0.167
17. C -0.117
18. C -0.239
19. C 0.053
20. N -0.362
21. C 0.113
22. C 0.670
23. O -0.521
24. S 0.505
25. C 0.035
26. C -0.194
27. C -0.227
28. C -0.201
29. C -0.268
30. C 0.340
31. O -0.498
32. H 0.224
33. H 0.224
34. H 0.224
35. H 0.200
36. H 0.210
37. H 0.253
38. H 0.248
39. H 0.244
40. H 0.246
41. H 0.245
42. H 0.237
43. H 0.229
44. H 0.203
45. H 0.222
46. H 0.215
47. H 0.215
48. H 0.225

***

6.
C9H6Cl2O | wB97M-V/def2-TZVPD

Results
HOMO = -8.565 eV
SMILES = ClC1(Cl)C=Cc2ccccc2O1
HOMO-LUMO gap = 0.3090 Eh
Energy relative to the best compared isomer or geometry (same formula, charge and spin) = 0.00 kcal/mol
Electronic energy = -1342.12097 hartree
Spin multiplicity = 1

Geometry (Å):
Cl -0.71793 -3.83058 0.93511
C -0.94147 -2.04267 0.85608
Cl -2.76128 -1.82226 0.69788
C -0.38598 -1.30218 1.93741
C 0.27459 -0.11042 1.74268
C 0.41058 0.36994 0.42567
C 0.78390 1.73995 0.26388
C 0.71224 2.20935 -1.03922
C 0.43321 1.38521 -2.12625
C 0.13473 0.03568 -1.96532
C 0.02593 -0.45216 -0.66512
O -0.35500 -1.70249 -0.53434
H -0.24849 -1.73218 2.95428
H 0.47228 0.41989 2.61964
H 0.88447 2.20062 1.21349
H 0.89329 3.18840 -1.28331
H 0.62058 1.90182 -3.13776
H -0.23565 -0.45593 -2.89480

Force components x, y, z for each atom (eV/Å):
0.19 0.75 0.19
-0.25 -1.64 -3.74
0.65 0.29 0.09
2.61 1.72 2.12
-2.43 -3.63 -0.46
0.07 1.61 -0.91
-1.56 -2.76 -1.69
0.26 -1.06 0.91
1.09 0.61 -0.86
-0.83 1.09 -1.35
1.12 1.98 -0.42
-1.73 -2.02 3.42
-1.00 0.05 -0.95
1.01 0.96 0.97
0.52 1.25 0.20
0.54 2.38 -0.22
-0.83 -1.27 1.47
0.57 -0.31 1.22

natural (NBO) analysis output, partial charges in e:
1. Cl 0.009
2. C 0.247
3. Cl -0.046
4. C -0.344
5. C -0.108
6. C -0.162
7. C -0.152
8. C -0.243
9. C -0.171
10. C -0.250
11. C 0.324
12. O -0.462
13. H 0.252
14. H 0.222
15. H 0.217
16. H 0.207
17. H 0.223
18. H 0.237

***

Question: Which formula does entry 4 have?
Answer: C5H29NO9

***

Question: Among the records above, which one has the highest HOMO-LUMO gap?
Answer: C2H5NO3